ORCA calculation (ωB97M-V/def2-TZVPD) on a 13-piece molecular cluster, C19H32Cl2O21 overall.

Positions of all 74 atoms, in Å:
C 0.07334 1.64441 -1.69641
C 0.96689 1.47429 -0.71821
C 0.99091 2.17341 0.57406
O 1.95847 2.12196 1.38318
C -0.24649 2.90735 0.85375
C -1.19658 3.13670 -0.11599
C -1.10382 2.59787 -1.51232
O -1.81074 2.79566 -2.46841
O -2.38992 3.81826 0.10861
O 2.09078 0.73279 -0.90108
H 0.28835 1.07621 -2.58933
H -0.37567 3.29103 1.85500
H -3.09624 3.36792 -0.36033
H 2.68691 0.89587 -0.16648
C -3.21516 -2.23312 -1.73241
C -4.47219 -2.48458 -2.27730
C -5.64717 -2.99834 -1.44969
O -6.81495 -2.92718 -1.82899
C -5.26344 -3.49689 -0.12676
C -4.06173 -3.19167 0.38976
C -2.87058 -2.60330 -0.34503
O -1.76921 -2.42396 0.11143
O -3.79946 -3.66680 1.64087
O -4.74020 -2.25263 -3.59475
H -2.42831 -1.99803 -2.43385
H -5.94362 -4.02365 0.52615
H -2.89259 -3.45139 1.87064
H -5.42602 -2.86888 -3.86210
C 3.49734 -6.09610 0.53016
C 3.48855 -7.35957 0.03019
C 2.82363 -7.65952 -1.31508
O 2.66292 -8.83495 -1.70360
C 2.36110 -6.45153 -2.05087
C 2.42172 -5.21656 -1.46626
C 2.95771 -4.93207 -0.12400
O 2.88831 -3.90024 0.50796
O 1.92054 -4.18600 -2.16711
O 4.07083 -8.41261 0.66069
H 3.82634 -5.92502 1.54450
H 1.86990 -6.56581 -3.00588
H 2.06931 -3.36527 -1.69184
H 4.83190 -8.76508 0.19363
O -0.58101 4.02171 6.26969
H -0.81572 4.42095 7.10740
H -0.01645 4.66800 5.84563
O 6.38612 0.76229 1.71478
H 7.08686 0.11082 1.74265
H 6.30294 1.06412 2.61933
O 1.16210 6.61901 4.62215
H 1.53121 7.41024 5.01452
H 1.59625 6.54771 3.77205
O -2.53282 7.71316 1.93053
H -1.69810 7.74519 2.39792
H -2.62471 6.79787 1.66589
O -4.26792 2.72264 -6.27842
H -5.19113 2.79849 -6.03726
H -3.79218 2.91840 -5.47121
O 4.06113 6.30992 1.52991
H 4.50781 5.73350 2.14995
H 4.76469 6.68044 0.99703
O 4.06202 0.63320 5.09672
H 3.73423 0.90148 4.23834
H 3.42135 -0.00556 5.40936
O -6.06461 1.56573 -0.43273
H -6.95134 1.66332 -0.77973
H -6.18679 1.16991 0.43019
O -4.02810 3.58918 4.32509
H -3.19848 4.06581 4.29697
H -4.66732 4.23733 4.62098
C 4.59825 -1.38333 -6.07430
Cl 5.45657 -0.98956 -4.56731
Cl 2.87650 -0.95740 -6.03980
H 5.09659 -0.84761 -6.88225
H 4.79037 -2.42991 -6.31060

The largest force on an atom comes out at 4.0 eV Å⁻¹. The net charge is 0. For the LUMO energy, the calculation gives -1.76 eV. As for the total energy: -88259.836 eV. The value obtained for the gap between HOMO and LUMO is 7.904 eV. The HOMO energy comes out at -9.66 eV. The molar mass comes out at 667.35 g mol⁻¹.